This record from the Open Molecules 2025 dataset describes a 3-piece molecular cluster, C5H15N3O overall. The level of theory is wB97M-V/def2-TZVPD.

```
! wB97M-V def2-TZVPD RIJCOSX def2/J DEFGRID3
* xyz 0 1
C 1.13834 -0.78569 -1.48904
C 1.92187 -0.12207 -0.58495
N 1.51426 0.90751 0.17489
C 2.32942 1.40328 1.26216
H 0.28141 -0.27395 -1.90941
H 1.59750 -1.50357 -2.15121
H 2.96401 -0.41049 -0.46516
H 0.45917 0.93290 0.39267
H 2.15766 2.46723 1.39197
H 3.39937 1.24938 1.06384
H 2.07828 0.89967 2.20413
C -2.19975 1.03651 -1.17679
C -1.96627 0.41047 0.17595
O -1.07559 0.87320 0.93972
H -1.25959 1.34133 -1.63327
H -2.80681 1.93265 -1.04393
H -2.76959 0.36555 -1.82445
H -2.92369 0.15350 0.66447
N -1.10115 -1.75400 0.02272
N -0.87714 -1.97843 1.41970
H -1.99969 -2.12842 -0.27581
H -0.14017 -1.55890 -0.54415
H -0.76325 -1.05534 1.84908
H 0.04139 -2.40231 1.53689
*
```

Properties
E ... -11942.795 eV
Relative energy (zero: lowest compared OMol25 entry of this formula, charge and spin) ... 91.2 kcal/mol
Maximum force ... 0.0614 hartree/bohr
SMILES ... C=CNC.CC=O.NN
HOMO-LUMO gap ... 8.808 eV
HOMO ... -7.783 eV

Atom charges from the natural (NBO) analysis, given in e for atoms 1 to 8: number 1, C, carries -0.70; number 2, C, carries 0.11; number 3, N, carries -0.62; number 4, C, carries -0.40; number 5, H, carries 0.21; number 6, H, carries 0.22; number 7, H, carries 0.18; number 8, H, carries 0.44

---

This record from the Open Molecules 2025 dataset describes C24H44B6F24N8Zn as an isolated structure. The level of theory is wB97M-V/def2-TZVPD.

```
! wB97M-V def2-TZVPD RIJCOSX def2/J DEFGRID3
* xyz 0 1
Zn 1.09760 2.54379 2.91815
C 7.02041 -4.90682 2.19522
C 7.50481 -3.45328 2.06083
N 6.38129 -2.42919 1.88053
C 5.13888 -2.44122 2.51936
C 4.35112 -1.43306 1.93576
N 5.25766 -0.62473 1.26099
C 6.43973 -1.27191 1.11616
C 4.83577 0.51412 0.37718
H 6.40308 -4.97701 1.29965
H 6.35332 -4.82885 3.05372
H 7.87864 -5.57804 2.22707
H 8.06943 -3.21480 1.15949
H 8.29015 -3.19350 2.77066
H 4.84218 -3.37111 2.98161
H 3.29045 -1.26593 2.05175
H 7.17227 -1.04818 0.35475
H 4.53084 1.38451 0.95816
H 4.10048 0.19120 -0.35983
H 5.71827 0.86542 -0.15749
C -4.23804 0.22387 5.04729
C -3.40702 -0.94233 4.47405
N -3.60397 -0.99269 2.97905
C -4.59178 -0.54028 2.16636
C -4.26612 -0.73793 0.86324
N -2.98841 -1.26894 0.82724
C -2.55070 -1.40563 2.12301
C -2.31089 -1.52365 -0.44327
H -3.74240 1.06486 4.56234
H -4.28255 0.56991 6.07995
H -5.23590 0.32997 4.62172
H -3.74955 -1.91407 4.82972
H -2.33410 -0.89080 4.65923
H -5.46759 -0.04418 2.55781
H -4.81881 -0.41071 -0.00501
H -1.57864 -1.84931 2.27993
H -2.34786 -0.54661 -0.92508
H -2.85436 -2.25950 -1.03595
H -1.26606 -1.83201 -0.48001
C -2.48822 -0.84181 -6.77297
C -2.85625 -1.12768 -5.23005
N -1.80042 -1.62382 -4.41150
C -1.33186 -2.88622 -4.29212
C -0.06575 -2.73906 -3.73791
N 0.14190 -1.44385 -3.38927
C -0.95313 -0.76186 -3.82331
C 1.27951 -0.99801 -2.61995
H -1.65411 -0.14700 -6.67496
H -3.34071 -0.34693 -7.23821
H -2.24698 -1.71054 -7.38551
H -3.76961 -1.67268 -4.99161
H -3.13888 -0.25376 -4.64310
H -1.81574 -3.61035 -4.93079
H 0.79771 -3.38756 -3.72179
H -0.94294 0.31783 -3.84679
H 1.46225 0.07377 -2.69720
H 2.24466 -1.33082 -3.00178
H 1.08967 -1.31329 -1.59395
C -5.56166 5.09989 -3.67775
C -5.12344 3.55997 -3.46117
N -3.66141 3.45912 -3.53247
C -2.72489 3.74316 -4.54517
C -1.46619 3.59337 -3.99159
N -1.57965 3.22054 -2.61999
C -2.95909 3.28201 -2.38066
C -0.44691 2.80292 -1.74719
H -6.52548 5.25359 -4.16307
H -4.99916 5.40431 -4.56037
H -5.33591 5.79728 -2.87103
H -5.66596 3.06665 -4.26765
H -5.47287 3.13573 -2.51988
H -3.14679 4.07684 -5.48169
H -0.43200 3.50958 -4.29130
H -3.42183 3.24981 -1.40535
H -0.58911 1.74849 -1.51041
H -0.47321 3.04711 -0.68522
H 0.52406 3.08468 -2.15455
B 0.84591 0.46216 1.19477
F 0.61305 -0.82160 1.33090
F 1.86644 0.83061 2.10906
F 1.30601 0.87688 -0.03795
F -0.13607 1.31390 1.53119
B 2.07517 -4.28594 -0.64320
F 3.16991 -3.95313 -1.32415
F 2.30095 -5.33990 0.16585
F 1.72232 -3.32926 0.14167
F 1.02538 -4.46719 -1.44351
B -1.05833 3.61929 3.79093
F -1.36554 4.22940 2.70193
F -1.01342 2.23292 3.67898
F 0.27141 3.92788 4.21287
F -2.07124 4.10640 4.65187
B 2.00917 4.07737 1.21452
F 2.20566 5.20017 0.56421
F 2.70411 3.05663 0.73398
F 2.19834 4.12615 2.52490
F 0.78417 3.74274 1.11057
B -1.03983 -4.15077 2.84611
F -0.26776 -3.63891 1.85599
F -1.10703 -3.38439 4.00578
F -2.39383 -4.47538 2.45388
F -0.56915 -5.35271 3.09136
B 3.04360 2.08509 4.90278
F 3.37317 3.10435 5.78484
F 3.60427 1.00969 5.54380
F 1.67882 1.96161 4.67966
F 3.63312 2.41316 3.71035
*
```

Properties
E ... -155247.258 eV
Relative energy (zero: lowest compared OMol25 entry of this formula, charge and spin) ... 197.7 kcal/mol
Maximum force ... 0.1700 hartree/bohr
HOMO-LUMO gap ... 7.285 eV
HOMO ... -9.283 eV

Atom charges from the Löwdin analysis, given in e for atoms 1 to 8: number 1, Zn, carries 0.94; number 2, C, carries -0.05; number 3, C, carries -0.17; number 4, N, carries -0.03; number 5, C, carries 0.03; number 6, C, carries 0.06; number 7, N, carries -0.06; number 8, C, carries 0.00

---

This record from the Open Molecules 2025 dataset describes a 11-piece molecular cluster, C29H54N2O13 overall. The level of theory is wB97M-V/def2-TZVPD.

```
! wB97M-V def2-TZVPD RIJCOSX def2/J DEFGRID3
* xyz 1 2
O -9.84985 -2.13233 22.99826
C -10.99539 -2.66911 23.02954
O -11.67084 -2.96870 21.88034
C -12.91347 -3.58378 22.12299
C -12.86595 -3.99276 23.58153
C -11.83859 -3.06382 24.26729
H -13.03666 -4.41401 21.42754
H -13.63442 -2.76961 22.04903
H -12.65946 -5.03493 23.82511
H -13.83059 -3.90633 24.08164
H -11.15152 -3.59860 24.92306
H -12.27907 -2.15095 24.66824
O -17.65863 -3.88877 22.31975
C -17.38331 -4.63467 23.17963
O -16.36473 -5.59093 23.07958
C -16.28239 -6.38109 24.18938
C -17.06934 -5.71705 25.28893
C -17.95782 -4.69358 24.59464
H -15.28585 -6.60407 24.57052
H -16.71727 -7.35295 23.95601
H -16.36420 -5.14272 25.88979
H -17.69881 -6.36520 25.89867
H -17.71090 -3.71027 24.99493
H -19.03437 -4.86371 24.60879
O -18.42719 -14.37174 26.20504
C -17.54512 -13.81399 26.63862
O -17.18602 -13.85230 27.92507
C -15.91910 -13.16597 28.12153
C -15.51299 -12.57607 26.69215
C -16.57852 -13.06389 25.79700
H -15.21891 -13.96107 28.37773
H -16.02863 -12.28038 28.74750
H -14.53010 -12.84311 26.30393
H -15.57609 -11.50716 26.89598
H -16.30732 -13.67326 24.93490
H -17.22133 -12.29655 25.36560
O -6.66902 -7.54834 26.14804
C -7.58241 -8.38358 26.15813
O -8.47272 -8.44648 25.14205
C -9.42606 -9.55382 25.30421
C -9.06409 -10.20437 26.55607
C -7.97334 -9.33670 27.20306
H -9.20993 -10.25838 24.50111
H -10.50252 -9.38568 25.27140
H -8.67457 -11.19979 26.34277
H -9.98882 -10.39238 27.10161
H -7.20514 -10.00820 27.58654
H -8.45773 -8.69883 27.94239
C -14.57715 -12.47947 22.67588
O -15.79202 -12.36378 22.04002
H -14.27921 -13.52754 22.64614
H -13.81769 -11.90413 22.14643
H -14.74798 -12.02210 23.65043
H -16.22209 -13.22204 22.03459
C -13.66454 -5.82797 28.73139
O -14.90221 -5.27874 28.21080
H -13.00572 -5.04569 29.10836
H -13.89718 -6.43259 29.60798
H -13.19036 -6.50012 28.01623
H -14.81023 -4.32868 28.31344
C -14.33620 -6.46291 20.12398
O -13.50107 -7.31736 20.72334
H -13.89575 -5.54349 19.73828
H -14.88013 -7.00635 19.35138
H -15.15076 -6.28985 20.82728
H -12.71976 -7.33042 20.16567
C -11.11001 -7.72943 30.24689
O -10.01900 -7.65960 29.42031
H -10.84357 -8.27832 31.15013
H -11.55242 -6.79747 30.59876
H -11.95632 -8.29256 29.85355
H -10.13228 -6.82832 28.95368
C -12.36427 -13.80705 28.67000
O -13.00147 -13.57411 29.93491
H -11.33306 -14.01122 28.95818
H -12.80892 -14.66276 28.16192
H -12.25365 -12.89667 28.08088
H -13.12466 -12.65305 30.17589
N -16.48640 -7.73520 28.85259
C -16.39121 -8.68377 27.85038
C -17.24323 -9.71823 28.12469
C -17.71467 -9.50964 29.46612
C -17.13566 -8.28107 29.94115
H -16.00370 -6.84819 28.87071
H -15.89831 -8.46225 26.91530
H -17.46563 -10.67569 27.67725
H -18.41689 -10.05618 30.07816
H -17.28118 -7.70216 30.84121
N -12.82290 -9.96552 24.16135
C -12.87390 -10.10543 25.50614
C -12.87542 -8.96391 26.15047
C -12.75583 -7.97299 25.16605
C -12.72758 -8.64447 23.97767
H -12.74238 -10.60467 23.38348
H -12.76601 -11.05367 26.01170
H -12.99891 -8.65098 27.17674
H -12.83404 -6.90216 25.28264
H -12.67861 -8.19792 22.99555
*
```

Properties
E ... -60532.522 eV
Relative energy (zero: lowest compared OMol25 entry of this formula, charge and spin) ... 58.1 kcal/mol
Maximum force ... 0.1408 hartree/bohr
HOMO-LUMO gap (spin up / spin down) ... 7.499 / 3.485 eV
HOMO (spin up / spin down) ... -11.429 / -11.422 eV

Atom charges from the Löwdin analysis, given in e for atoms 1 to 8: number 1, O, carries 0.06; number 2, C, carries -0.39; number 3, O, carries 0.02; number 4, C, carries -0.15; number 5, C, carries -0.16; number 6, C, carries -0.05; number 7, H, carries 0.11; number 8, H, carries 0.14

---

This record from the Open Molecules 2025 dataset describes a 3-piece molecular cluster, C21H45BIN4O8P overall. The level of theory is wB97M-V/def2-TZVPD.

```
! wB97M-V def2-TZVPD RIJCOSX def2/J DEFGRID3
* xyz 0 1
C 8.43357 -0.40933 0.18354
B 6.89942 -0.08133 0.69863
O 6.71996 -0.13863 2.15318
C 5.71456 0.31748 -0.35396
C 5.88305 -0.69491 -1.61413
N 6.07372 -1.16737 -2.71832
C 4.20748 0.18961 0.27910
C 3.90225 1.27804 1.42632
C 4.02412 -1.27326 0.96981
N 4.10010 -2.44532 1.28122
C 3.19356 0.21103 -0.97595
C 1.71608 0.76452 -0.65878
C 0.93938 -0.00064 0.52067
I -0.84020 1.24798 0.96926
P 6.06787 2.12883 -0.88620
O 4.79020 2.94669 -1.13118
O 7.14543 2.21717 -2.21463
O 6.87391 2.83499 0.47499
H 8.75481 -1.45175 0.53980
H 9.08558 0.42275 0.66855
H 8.53979 -0.31265 -0.95606
H 6.53041 -1.07768 2.39060
H 3.28190 2.17716 1.08864
H 3.39885 0.71363 2.30753
H 4.87487 1.71857 1.88666
H 3.59222 0.78091 -1.89831
H 3.07113 -0.88993 -1.33131
H 1.09558 0.61658 -1.62899
H 1.81055 1.90343 -0.50311
H 1.51764 -0.07515 1.50350
H 0.50454 -1.02325 0.22187
H 7.54807 3.12601 -2.11673
H 6.17070 3.32642 0.98084
C -2.21510 0.63351 -5.74517
O -2.93112 -0.57697 -5.93316
C -2.33955 -1.44348 -6.90394
C -1.73834 -2.68153 -6.23242
N -0.55141 -2.34041 -5.44897
C -0.10112 -3.41042 -4.55287
C -1.06347 -3.86356 -3.44249
O -1.29503 -2.88237 -2.43542
C -2.29198 -1.92586 -2.75734
H -2.83129 1.30035 -5.13793
H -1.27776 0.45661 -5.21307
H -2.01412 1.12606 -6.70138
H -1.60257 -0.92340 -7.52661
H -3.14987 -1.77020 -7.56245
H -1.46485 -3.41126 -7.00169
H -2.51754 -3.12335 -5.60345
H -0.75050 -1.52296 -4.88231
H 0.81384 -3.04688 -4.07321
H 0.18555 -4.27839 -5.15715
H -0.58705 -4.70493 -2.92958
H -2.01140 -4.25168 -3.83333
H -3.08743 -2.34170 -3.38261
H -1.83503 -1.05980 -3.24167
H -2.73922 -1.57309 -1.82520
C -3.96447 -0.45978 6.89207
O -5.09176 -0.55168 6.03543
C -6.13704 0.36402 6.36985
C -6.25672 1.46278 5.30980
N -5.11050 2.37040 5.34971
C -5.01374 3.25926 4.18739
C -4.82421 2.61030 2.80638
O -3.56579 1.96437 2.63346
C -3.50560 0.64092 3.14322
H -3.30987 -1.30861 6.68211
H -3.40302 0.45823 6.70500
H -4.26279 -0.50698 7.94381
H -6.01210 0.78370 7.37464
H -7.06626 -0.21352 6.37123
H -7.17459 2.03362 5.48516
H -6.34108 0.97006 4.33614
H -4.25617 1.82557 5.39696
H -4.15418 3.91295 4.36928
H -5.89883 3.90485 4.16330
H -4.84447 3.41774 2.06767
H -5.64716 1.93866 2.53539
H -4.46373 0.11786 3.07101
H -3.15241 0.65568 4.17688
H -2.76825 0.08469 2.56050
*
```

Properties
E ... -62909.689 eV
Maximum force ... 0.1326 hartree/bohr
SMILES ... CB(O)[C@@](C#N)([C@](C)(C#N)CCCI)P(=O)(O)O.COCCNCCOC.COCCNCCOC
HOMO-LUMO gap ... 8.560 eV
HOMO ... -8.650 eV

Atom charges from the Löwdin analysis, given in e for atoms 1 to 8: number 1, C, carries -0.03; number 2, B, carries -0.43; number 3, O, carries 0.04; number 4, C, carries -0.25; number 5, C, carries -0.15; number 6, N, carries 0.16; number 7, C, carries -0.36; number 8, C, carries -0.05

---

This record from the Open Molecules 2025 dataset describes a 2-piece molecular cluster, C10H16 overall. The level of theory is wB97M-V/def2-TZVPD.

```
! wB97M-V def2-TZVPD RIJCOSX def2/J DEFGRID3
* xyz 0 1
C 1.27959 -2.08459 1.13738
C 1.52993 -0.56044 0.89152
C 1.22870 -0.08597 -0.37423
C 1.75218 1.10699 -0.76956
C 2.70475 1.77340 0.11830
C 2.81271 1.31896 1.40992
C 2.33043 0.07943 1.81374
H 0.49781 -2.22861 1.86151
H 2.07838 -2.79915 1.30461
H 0.73423 -2.43165 0.10092
H 0.55431 -0.64165 -1.00486
H 1.67282 1.36238 -1.75883
H 3.03037 2.83924 -0.16265
H 3.34035 1.85710 2.19641
H 2.53940 -0.28607 2.77414
C -3.16783 0.96876 -0.98362
C -4.07247 -0.16955 -1.63590
C -3.91672 -1.56691 -0.92827
H -3.93971 1.59100 -0.60559
H -2.45250 0.71343 -0.21495
H -2.62862 1.43441 -1.76904
H -3.89251 -0.31929 -2.66787
H -5.10204 0.05633 -1.51486
H -2.82225 -1.86389 -0.96555
H -4.10855 -2.39669 -1.67020
H -4.38912 -1.56734 0.02107
*
```

Properties
E ... -10627.540 eV
Relative energy (zero: lowest compared OMol25 entry of this formula, charge and spin) ... 50.8 kcal/mol
Maximum force ... 0.0878 hartree/bohr
SMILES ... Cc1ccccc1.CCC
HOMO-LUMO gap ... 9.966 eV
HOMO ... -8.991 eV

Atom charges from the natural (NBO) analysis, given in e for atoms 1 to 8: number 1, C, carries -0.63; number 2, C, carries 0.01; number 3, C, carries -0.23; number 4, C, carries -0.19; number 5, C, carries -0.23; number 6, C, carries -0.20; number 7, C, carries -0.22; number 8, H, carries 0.21